1.
Here is C6H14N2O in the gas phase from the Open Molecules 2025 dataset. Energies are from ωB97M-V/def2-TZVPD.

Output
* SMILES: CO/N=C(\C)C(C)(C)N
* ΔE to the lowest compared entry with this formula, charge and spin: 339.6 kJ/mol
* HOMO level: -0.3296 hartree

Each line ends with the Löwdin charge.
Geometry (Å):
1 O -1.980367 -0.209418 1.589844  -0.2021
2 N 1.145505 -1.473719 -0.558994  0.0737
3 N -0.580024 0.177605 1.070221  0.1188
4 C 2.101378 0.601125 0.212481  -0.0592
5 C -1.602517 0.536879 -1.148332  -0.0297
6 C -1.974551 -0.405998 2.975924  -0.1496
7 C 1.092360 -0.066596 -0.706962  -0.5660
8 C 1.291305 0.324676 -2.158909  -0.0543
9 C -0.496723 0.388091 -0.151909  -0.2476
10 H -2.555213 0.458544 -0.629315  0.0714
11 H 2.101243 1.677146 0.067850  0.0824
12 H 3.092479 0.212053 -0.008985  0.0829
13 H 0.482615 -1.963822 -1.147315  0.0869
14 H -1.517815 1.495259 -1.654135  0.0846
15 H -1.383769 0.336148 3.539368  0.0805
16 H -1.563937 -0.236967 -1.912266  0.0764
17 H 2.263279 -0.052792 -2.479765  0.0874
18 H -1.584517 -1.398977 3.209022  0.0722
19 H 0.993126 -1.756767 0.404623  0.0884
20 H 1.857684 0.388894 1.248665  0.0671
21 H 1.282639 1.404941 -2.278536  0.0860
22 H 0.537033 -0.121339 -2.806443  0.0714
23 H -3.001211 -0.314966 3.323868  0.0783

Atomic forces in eV per Å
1.3 1.6 -1.8
0.2 -0.9 0.0
-1.4 -1.4 2.6
0.0 -0.2 -0.2
-0.1 -0.2 0.4
0.7 0.2 0.5
-2.0 1.7 0.9
0.0 -0.1 0.2
1.5 -0.9 -1.9
-0.1 0.1 -0.1
0.0 0.1 0.0
0.1 0.0 0.0
0.0 0.0 0.0
0.0 0.1 0.0
-0.1 -0.1 -0.4
0.1 -0.1 0.0
0.0 0.0 0.0
0.0 -0.1 0.2
0.0 0.1 -0.2
0.0 0.0 0.1
-0.1 0.1 0.0
0.0 0.0 0.0
-0.1 -0.1 -0.1

2.
Here is C6H14N2O in the gas phase from the Open Molecules 2025 dataset. Energies are from ωB97M-V/def2-TZVPD.

Output
* SMILES: C=C(C)[C@](C)(O)N(C)N
* ΔE to the lowest compared entry with this formula, charge and spin: 425.5 kJ/mol
* HOMO level: -0.3204 hartree

Each line ends with the Löwdin charge.
Geometry (Å):
1 O -0.293964 1.516106 1.275030  0.0294
2 N -1.094143 -0.379939 0.007930  -0.2550
3 N -2.349708 0.110324 -0.394462  0.0189
4 C 2.315708 0.619240 0.844613  0.0626
5 C 1.619623 -1.024336 -0.648404  -0.0926
6 C 1.316686 0.156691 0.129434  -0.3147
7 C -0.179874 0.722188 0.107749  -0.5338
8 C -0.970052 -1.353610 1.057087  -0.0643
9 C -0.149072 1.346005 -1.301848  -0.0106
10 H 0.622477 1.913302 -1.679909  0.0506
11 H -1.101784 2.059823 -1.243191  0.1209
12 H -2.872162 -0.345273 -1.132310  0.0799
13 H 1.677688 -1.950986 -0.017418  0.1011
14 H 3.183103 0.087688 0.723789  0.0409
15 H 0.965688 -1.154733 -1.427124  0.0431
16 H 2.661644 -0.953199 -1.080957  0.1086
17 H -1.054264 2.073282 1.168031  0.0829
18 H 2.258748 1.567143 1.303049  0.0612
19 H -1.966934 -1.706508 1.505423  0.1082
20 H -0.316105 0.464628 -1.929818  0.0839
21 H -3.059365 0.173260 0.413481  0.1156
22 H -0.340407 -2.184009 0.598917  0.0837
23 H -0.340290 -0.945280 1.840067  0.0793

Atomic forces in eV per Å
0.2 -0.3 -0.7
-0.9 0.6 -0.7
-2.4 0.5 2.5
-1.8 1.5 -0.3
2.9 -2.0 0.4
-1.9 0.3 1.6
4.4 -1.0 -0.9
-0.1 -1.7 0.0
-5.2 0.9 1.3
2.2 1.1 0.0
1.7 -1.5 -1.0
0.9 -0.7 -0.1
-0.4 0.7 -0.6
2.4 -0.7 0.1
-1.6 -0.7 -1.9
-1.1 0.0 0.3
-0.7 0.6 -0.1
0.1 0.6 1.1
1.5 0.5 -0.9
-0.3 0.7 -0.3
1.6 -0.1 -1.3
-1.3 0.3 0.9
-0.2 0.1 0.5

3.
Here is C6H14N2O in the gas phase from the Open Molecules 2025 dataset. Energies are from ωB97M-V/def2-TZVPD.

Output
* SMILES: C[C@@]1(CN)O[C@@]1(C)CN
* ΔE to the lowest compared entry with this formula, charge and spin: 307.5 kJ/mol
* HOMO level: -0.3301 hartree

Each line ends with the Löwdin charge.
Geometry (Å):
1 O -0.297077 0.777710 0.459778  0.0168
2 N 1.908447 1.820235 -1.412470  -0.0139
3 N -2.128542 -0.697302 2.001802  0.0247
4 C -0.917309 0.386037 -1.855082  -0.0014
5 C 1.562890 0.364402 -1.202968  -0.1744
6 C 1.197028 -1.057261 1.354467  0.0239
7 C 0.087200 0.109876 -0.727302  -0.4004
8 C -0.083856 -0.615063 0.504236  -0.4031
9 C -1.353523 -1.264490 0.893275  -0.2171
10 H 1.674576 -1.988728 1.047611  0.0860
11 H -0.824398 1.307892 -2.409986  0.0758
12 H 1.694993 2.316296 -0.583060  0.0350
13 H 1.964056 -0.273270 1.314435  0.0765
14 H -2.119187 0.303912 1.926971  0.0527
15 H -1.319921 -2.303344 1.124783  0.1129
16 H 2.373550 -0.039043 -0.709572  0.0628
17 H 1.613677 2.201344 -2.408882  0.1193
18 H -1.678394 -0.777600 2.929213  0.0772
19 H -0.993979 -0.421990 -2.591533  0.0886
20 H -1.871501 0.439130 -1.368442  0.0705
21 H -1.989301 -1.311600 0.048076  0.0987
22 H 0.893894 -1.070589 2.366706  0.0556
23 H 1.544641 -0.005622 -2.289634  0.1333

Atomic forces in eV per Å
0.8 1.2 0.6
-0.3 -1.3 -2.9
0.7 0.5 1.0
-0.4 -1.6 0.5
-2.4 2.3 -4.1
-0.6 1.3 -1.7
1.8 1.6 -2.4
1.4 -1.3 2.2
-1.3 -0.9 0.7
-0.4 -0.1 0.0
0.7 0.4 0.2
-0.6 1.2 0.2
-0.3 -0.2 -0.2
-0.3 0.6 -0.6
0.9 -1.0 0.2
1.2 -1.3 1.4
0.5 -0.8 3.5
0.0 -0.7 -0.8
0.3 0.0 0.1
-0.7 0.0 0.1
-0.9 0.5 -1.0
-0.4 -0.4 1.2
0.3 -0.1 1.6

4.
Here is C6H14N2O in the gas phase from the Open Molecules 2025 dataset. Energies are from ωB97M-V/def2-TZVPD.

Output
* SMILES: CN(C)[C@@]1(O)NC1(C)C
* ΔE to the lowest compared entry with this formula, charge and spin: 283.5 kJ/mol
* HOMO level: -0.2987 hartree

Each line ends with the Löwdin charge.
Geometry (Å):
1 O 0.698810 1.785189 0.498992  0.0163
2 N 1.688853 -0.350765 0.195334  0.1606
3 N -0.723030 -0.142762 0.935473  -0.1841
4 C 0.192638 -1.502412 -1.528064  -0.0462
5 C -0.522217 -1.033836 2.062583  -0.0980
6 C -1.809215 0.805250 1.136365  -0.0875
7 C 0.657194 -0.139182 -1.103694  -0.3359
8 C 0.492036 0.392324 0.291566  -0.5726
9 C 0.798611 0.851678 -2.213402  -0.0378
10 H -0.252424 -0.485625 2.972473  0.0767
11 H -2.754980 0.278204 1.301051  0.0844
12 H 1.025369 1.896044 1.404218  0.1111
13 H 0.366011 -2.251369 -0.751670  0.0766
14 H -0.019308 0.757896 -2.934157  0.0879
15 H 0.783368 1.899960 -1.905117  0.0757
16 H 2.477180 0.292831 0.195567  0.0954
17 H -1.625477 1.462462 1.996435  0.0783
18 H 0.272939 -1.752298 1.847847  0.0736
19 H 1.751562 0.701568 -2.730851  0.0844
20 H -1.439287 -1.601010 2.264016  0.0839
21 H -0.873489 -1.480957 -1.776856  0.0852
22 H 0.743391 -1.829600 -2.416994  0.0837
23 H -1.928534 1.446410 0.258885  0.0883

Atomic forces in eV per Å
-0.3 -0.4 -0.2
-0.6 -0.5 -1.5
0.7 -0.4 0.4
-0.4 -0.1 0.3
0.1 0.1 0.0
0.4 0.1 -0.2
1.4 0.8 1.9
-2.1 -0.2 -0.4
1.1 0.6 -0.4
0.0 0.0 0.3
0.2 -0.1 0.0
-0.1 -0.1 -0.2
-0.2 0.2 -0.1
0.1 -0.4 0.1
0.1 -0.2 0.3
-0.2 0.1 -0.2
-0.1 0.1 0.1
-0.1 0.2 0.0
-0.2 0.0 -0.3
0.1 0.2 -0.1
0.1 0.0 0.0
0.0 0.2 0.1
0.1 -0.1 0.1

5.
Here is 2 unconnected molecules or ions with the total composition C6H14N2O from the Open Molecules 2025 dataset. Energies are from ωB97M-V/def2-TZVPD.

Output
* SMILES: [H]/N=C/C(=C)N(C)C.CO
* ΔE to the lowest compared entry with this formula, charge and spin: 514.4 kJ/mol
* HOMO level: -0.2936 hartree

Each line ends with the Löwdin charge.
Geometry (Å):
1 O -1.453806 1.310282 0.207313  -0.2122
2 N -2.134458 -1.156064 0.815747  0.0605
3 N 1.511189 -0.286604 0.254120  -0.2356
4 C -2.748613 1.469547 -0.367469  -0.1183
5 C -1.083229 -0.487153 0.965061  -0.2108
6 C 0.251459 -0.584351 -0.258496  -0.2967
7 C 2.676062 -0.882468 -0.368792  -0.0881
8 C 1.743264 1.061270 0.747351  -0.0749
9 C 0.025194 -1.417786 -1.290696  0.0487
10 H 2.536734 -1.959767 -0.449219  0.0862
11 H 0.855656 1.439444 1.251691  0.0735
12 H -0.979272 -1.775188 -1.465586  0.0537
13 H -2.676935 1.623845 -1.448440  0.0856
14 H 0.789804 -1.796153 -1.954029  0.0487
15 H -0.733441 0.789129 -0.402158  0.1080
16 H 2.004047 1.755322 -0.065064  0.0934
17 H 2.557857 1.055905 1.475359  0.0860
18 H -2.453421 -1.648011 1.643602  0.0598
19 H 2.877372 -0.472744 -1.370541  0.0932
20 H -3.215504 2.338371 0.096909  0.0801
21 H -3.342497 0.573074 -0.162996  0.0630
22 H 3.552373 -0.698067 0.254332  0.0840
23 H -0.559835 -0.251833 1.892001  0.1121

Atomic forces in eV per Å
1.8 0.3 -1.7
0.5 -0.8 -0.6
-0.1 0.3 0.2
0.4 -0.1 -0.1
2.4 -1.7 -0.9
-1.2 -1.5 1.4
-0.2 0.0 -0.1
0.0 0.0 0.1
-0.2 0.5 0.2
0.0 0.0 -0.1
0.0 0.0 -0.1
-0.1 0.0 0.1
-0.1 0.0 0.1
0.1 0.2 0.0
-2.7 2.0 1.1
0.0 0.0 0.1
0.0 0.0 -0.1
-0.3 0.7 0.2
0.0 -0.1 0.0
0.1 0.0 0.0
0.0 0.0 0.0
-0.1 0.1 0.0
-0.2 0.2 0.1

What did the first record say?
Here is C6H14N2O in the gas phase from the Open Molecules 2025 dataset. Energies are from ωB97M-V/def2-TZVPD.

Output
* SMILES: CO/N=C(\C)C(C)(C)N
* ΔE to the lowest compared entry with this formula, charge and spin: 339.6 kJ/mol
* HOMO level: -0.3296 hartree

Each line ends with the Löwdin charge.
Geometry (Å):
1 O -1.980367 -0.209418 1.589844  -0.2021
2 N 1.145505 -1.473719 -0.558994  0.0737
3 N -0.580024 0.177605 1.070221  0.1188
4 C 2.101378 0.601125 0.212481  -0.0592
5 C -1.602517 0.536879 -1.148332  -0.0297
6 C -1.974551 -0.405998 2.975924  -0.1496
7 C 1.092360 -0.066596 -0.706962  -0.5660
8 C 1.291305 0.324676 -2.158909  -0.0543
9 C -0.496723 0.388091 -0.151909  -0.2476
10 H -2.555213 0.458544 -0.629315  0.0714
11 H 2.101243 1.677146 0.067850  0.0824
12 H 3.092479 0.212053 -0.008985  0.0829
13 H 0.482615 -1.963822 -1.147315  0.0869
14 H -1.517815 1.495259 -1.654135  0.0846
15 H -1.383769 0.336148 3.539368  0.0805
16 H -1.563937 -0.236967 -1.912266  0.0764
17 H 2.263279 -0.052792 -2.479765  0.0874
18 H -1.584517 -1.398977 3.209022  0.0722
19 H 0.993126 -1.756767 0.404623  0.0884
20 H 1.857684 0.388894 1.248665  0.0671
21 H 1.282639 1.404941 -2.278536  0.0860
22 H 0.537033 -0.121339 -2.806443  0.0714
23 H -3.001211 -0.314966 3.323868  0.0783

Atomic forces in eV per Å
1.3 1.6 -1.8
0.2 -0.9 0.0
-1.4 -1.4 2.6
0.0 -0.2 -0.2
-0.1 -0.2 0.4
0.7 0.2 0.5
-2.0 1.7 0.9
0.0 -0.1 0.2
1.5 -0.9 -1.9
-0.1 0.1 -0.1
0.0 0.1 0.0
0.1 0.0 0.0
0.0 0.0 0.0
0.0 0.1 0.0
-0.1 -0.1 -0.4
0.1 -0.1 0.0
0.0 0.0 0.0
0.0 -0.1 0.2
0.0 0.1 -0.2
0.0 0.0 0.1
-0.1 0.1 0.0
0.0 0.0 0.0
-0.1 -0.1 -0.1

ΔE to the lowest compared entry with this formula, charge and spin of number 4 (C6H14N2O)?
283.5 kJ/mol

What is the formula in the first record?
C6H14N2O